No. 1
Molecular formula: C3H7NO3S
Method: DFT, ωB97M-V/def2-TZVPD

Positions of all 15 atoms, in Å:
N: -1.6433 -1.4540 -0.0499
C: -1.3566 -0.1029 -0.4109
C: -0.5561 0.6041 0.7105
O: 0.3091 1.6608 0.1904
C: 1.3066 1.2008 -0.4606
S: 2.3525 -0.1943 0.1735
O: 1.4936 -1.3644 0.3802
O: 3.3895 -0.3478 -0.7880
H: -0.7336 -1.7824 0.0722
H: -2.3018 -1.3835 0.7173
H: -2.3508 0.4123 -0.7061
H: -0.7773 -0.0927 -1.3871
H: -1.2292 1.0396 1.4052
H: 0.1904 -0.2135 1.1376
H: 1.9069 2.0178 -0.9843

Properties
Frontier orbital gap (alpha / beta), eV: 7.61 / 7.61
HOMO (alpha / beta), eV: -9.1 / -9.1
SMILES: NCCOC=S(=O)=O
ΔE to the lowest compared entry with this formula, charge and spin, kcal per mole: 85.30

***

No. 2
Molecular formula: C9H14NO
Method: DFT, ωB97M-V/def2-TZVPD

Positions of all 25 atoms, in Å:
C: -4.2611 0.1794 -0.0316
C: -3.0758 0.0066 -0.1527
C: -1.6255 0.2441 -0.2603
O: -1.2763 1.4238 0.4315
C: -0.9437 -0.9278 0.4305
C: 0.6090 -1.2570 0.1133
C: 1.1201 -0.7291 -1.2940
C: 1.7208 0.5881 -1.3713
N: 1.8644 1.3108 -0.2843
C: 1.5672 0.8950 1.0743
C: 1.4900 -0.6301 1.1836
H: -5.3470 -0.0358 -0.1775
H: -1.4660 0.2633 -1.2851
H: -1.8897 2.1168 0.3150
H: -1.5937 -1.6817 -0.0547
H: -1.1485 -1.0393 1.4072
H: 0.7442 -2.3040 0.1259
H: 0.4903 -1.0812 -2.1629
H: 1.8297 -1.4047 -1.6152
H: 2.0210 0.8164 -2.3766
H: 2.3537 2.2582 -0.4703
H: 0.7117 1.5154 1.3989
H: 2.4402 1.3886 1.7952
H: 2.4990 -1.0782 1.0940
H: 1.1662 -0.8378 2.1673

Properties
Frontier orbital gap, eV: 8.90
Charge: +1
HOMO, eV: -13.1
SMILES: C#C[C@@H](O)C[C@H]1CC=[NH+]CC1
ΔE to the lowest compared entry with this formula, charge and spin, kcal per mole: 78.14

***

No. 3
Molecular formula: C25H29NO2
Method: DFT, ωB97M-V/def2-TZVPD

Positions of all 57 atoms, in Å:
C: 7.8053 1.9256 1.1840
C: 7.9130 0.7519 0.2140
O: 6.9437 0.8010 -0.8114
C: 5.6504 0.4653 -0.5411
C: 5.1788 -0.0597 0.6569
C: 3.8399 -0.3807 0.7915
C: 2.9428 -0.1873 -0.2528
N: 1.6030 -0.5372 -0.0353
C: 0.5489 -0.4493 -0.8880
O: 0.6269 -0.0186 -2.0200
C: -0.8005 -0.9409 -0.3415
C: -1.2759 -2.0599 -1.2783
C: -2.6843 -2.4928 -0.8854
C: -2.6717 -3.0261 0.5446
C: -2.2109 -1.9121 1.4800
C: -0.7969 -1.4627 1.0963
C: -3.1740 -0.7309 1.3865
C: -3.1965 -0.1766 -0.0470
C: -4.1117 1.0361 -0.1051
C: -3.8364 2.1433 0.6945
C: -4.6444 3.2642 0.6781
C: -5.7573 3.3086 -0.1432
C: -6.0451 2.2195 -0.9438
C: -5.2322 1.0982 -0.9247
C: -3.6395 -1.3040 -0.9871
C: -1.7732 0.2435 -0.4426
C: 3.4145 0.3376 -1.4539
C: 4.7476 0.6563 -1.5888
H: 8.6030 1.8685 1.9197
H: 7.8931 2.8617 0.6383
H: 6.8474 1.9180 1.6982
H: 8.8689 0.7971 -0.3157
H: 7.8638 -0.2040 0.7509
H: 5.8359 -0.2316 1.4948
H: 3.4905 -0.7891 1.7305
H: 1.4262 -0.9101 0.8853
H: -0.5898 -2.9091 -1.2160
H: -1.2607 -1.6916 -2.3053
H: -3.0215 -3.2817 -1.5673
H: -1.9986 -3.8835 0.6194
H: -3.6717 -3.3597 0.8302
H: -2.1968 -2.2828 2.5120
H: -0.1220 -2.3187 1.1933
H: -0.4804 -0.6774 1.7899
H: -4.1809 -1.0488 1.6674
H: -2.8665 0.0463 2.0880
H: -2.9752 2.1410 1.3463
H: -4.4033 4.1072 1.3097
H: -6.3913 4.1827 -0.1584
H: -6.9096 2.2380 -1.5918
H: -5.4916 0.2711 -1.5654
H: -3.6483 -0.9430 -2.0174
H: -4.6473 -1.6328 -0.7235
H: -1.7702 0.6192 -1.4675
H: -1.4206 1.0490 0.2048
H: 2.7311 0.4914 -2.2712
H: 5.1224 1.0607 -2.5155

Properties
Frontier orbital gap, eV: 8.44
HOMO, eV: -7.9
SMILES: CCOc1ccc(NC(=O)[C@@]23C[C@H]4C[C@@H](C2)C[C@](c2ccccc2)(C4)C3)cc1
ΔE to the lowest compared entry with this formula, charge and spin, kcal per mole: 0.00

***

No. 4
Molecular formula: C24H42F6Na2O24P
Method: DFT, ωB97M-V/def2-TZVPD

Positions of all 99 atoms, in Å:
Na: -9.6406 19.1258 -15.3190
Na: -12.4799 14.7170 -13.8016
P: -9.4163 14.8079 -15.4544
F: -8.6483 14.3843 -16.8610
F: -8.1184 14.5193 -14.5839
F: -8.9334 16.3155 -15.6118
F: -10.1438 15.2452 -14.0562
F: -10.9865 15.0526 -16.1807
F: -9.9372 13.2399 -15.3196
C: -5.8646 10.8340 -13.4632
C: -6.9272 11.9190 -13.5369
O: -7.9563 11.3423 -14.2753
C: -7.7102 10.0818 -14.5759
O: -8.4658 9.3331 -15.1277
O: -6.4500 9.6940 -14.0620
H: -5.6364 10.6206 -12.4190
H: -4.9774 11.2055 -13.9761
H: -6.6635 12.7705 -14.1642
H: -7.3070 12.2077 -12.5568
C: -5.8319 15.8976 -10.9724
C: -5.9213 15.1964 -12.3459
O: -4.5628 15.0614 -12.7795
C: -3.7197 15.6064 -11.9828
O: -2.5253 15.5672 -12.2395
O: -4.3983 16.1234 -10.8707
H: -6.2137 15.2214 -10.2076
H: -6.4310 16.8020 -11.0788
H: -6.5588 15.7897 -13.0013
H: -6.3212 14.2249 -12.0557
C: -10.7193 13.6049 -19.7708
C: -11.4733 13.1493 -18.4384
O: -12.6379 13.8036 -18.4726
C: -12.6246 14.6627 -19.4354
O: -13.4665 15.5647 -19.5762
O: -11.6080 14.5626 -20.2167
H: -10.7033 12.8126 -20.5193
H: -9.7601 14.0784 -19.5612
H: -10.9184 13.5697 -17.5997
H: -11.5595 12.0914 -18.1902
C: -9.8003 11.1861 -11.0907
O: -9.3890 12.4477 -10.6899
C: -9.9072 13.5440 -11.1848
O: -10.9406 13.7100 -11.8770
O: -9.1613 14.4467 -10.5932
C: -9.4297 15.8401 -10.7719
H: -9.0523 10.4664 -10.7583
H: -9.9621 11.0567 -12.1608
H: -10.6629 11.0393 -10.4407
H: -9.4312 16.4038 -9.8390
H: -10.4719 15.8830 -11.0882
H: -8.8066 16.3141 -11.5303
C: -15.8857 12.1945 -15.5227
O: -14.9838 11.1788 -15.1180
C: -13.7161 11.5561 -15.0224
O: -13.2396 12.6420 -14.6890
O: -12.9285 10.4421 -15.0948
C: -11.5597 10.6457 -15.2495
H: -15.3799 13.1541 -15.4161
H: -16.7635 11.9989 -14.9068
H: -16.2255 11.9721 -16.5342
H: -11.3536 11.0858 -16.2252
H: -11.0426 9.6865 -15.2227
H: -11.1655 11.2283 -14.4168
C: -7.0203 15.5865 -18.7032
O: -6.3973 16.1960 -19.8463
C: -5.1651 15.7882 -20.2345
O: -4.3843 15.1054 -19.5181
O: -4.8886 16.2217 -21.4185
C: -3.9005 15.5919 -22.2283
H: -7.7454 16.2320 -18.2074
H: -6.4010 15.1686 -17.9095
H: -7.5897 14.7309 -19.0661
H: -3.7408 14.5147 -22.1811
H: -2.9808 16.1336 -22.0073
H: -4.0419 15.7801 -23.2926
C: -8.4907 11.5122 -17.9950
O: -7.3207 11.7482 -18.6666
C: -7.3330 11.8851 -20.0368
O: -8.2769 11.7721 -20.7947
O: -6.1308 12.2947 -20.4073
C: -5.9298 12.6948 -21.7853
H: -9.3950 11.9896 -18.3722
H: -8.4096 11.7582 -16.9362
H: -8.6651 10.4373 -18.0420
H: -4.9093 12.5622 -22.1447
H: -6.0498 13.7772 -21.8325
H: -6.6260 12.2338 -22.4858
C: -11.1734 17.9391 -18.0505
O: -10.1622 17.9767 -19.0238
C: -9.0333 18.5711 -18.6564
O: -8.6954 18.9702 -17.5538
O: -8.3322 18.6720 -19.8204
C: -7.0341 19.1296 -19.8079
H: -11.3879 18.9535 -17.7141
H: -10.9888 17.4583 -17.0899
H: -12.0381 17.5651 -18.5987
H: -6.2855 18.5063 -20.2970
H: -6.6173 19.5386 -18.8875
H: -7.0496 20.0574 -20.3796

Properties
Frontier orbital gap, eV: 7.77
Charge: +1
HOMO, eV: -12.3